Entry from OMol25: a cluster of 2 separate species, C6H12S4 in total (ωB97M-V/def2-TZVPD).

Last columns: bonded neighbours and bond lengths (Å).
Geometry (Å):
1 C 2.39784 -1.30511 -2.45354  C2 1.562, S5 1.783, H6 1.107, H7 1.107
2 C 2.12922 -2.76915 -1.97898  C1 1.562, S3 1.801, H8 1.107, H9 1.107
3 S 3.46912 -3.87592 -2.45154  C2 1.801, C4 1.832
4 C 4.36835 -2.51948 -3.29225  S3 1.832, S5 1.761, H10 1.107, H11 1.107
5 S 3.30305 -1.30250 -3.98995  C1 1.783, C4 1.761
6 H 1.42049 -0.82015 -2.64074  C1 1.107
7 H 2.93653 -0.69734 -1.70128  C1 1.107
8 H 1.22522 -3.08003 -2.53716  C2 1.107
9 H 1.89448 -2.82766 -0.89874  C2 1.107
10 H 4.92491 -2.16214 -2.40457  C4 1.107
11 H 5.10326 -2.94949 -3.99967  C4 1.107
12 C -2.29732 2.51636 1.74461  C13 1.569, S16 1.735, H17 1.107, H18 1.107
13 C -3.19878 1.23440 1.82715  C12 1.569, S14 1.803, H19 1.107, H20 1.107
14 S -4.01863 1.20748 3.43315  C13 1.803, C15 1.833
15 C -3.47010 2.87468 3.96226  S14 1.833, S16 1.823, H21 1.107, H22 1.107
16 S -3.11955 3.86127 2.46972  C12 1.735, C15 1.823
17 H -1.35339 2.33171 2.29265  C12 1.107
18 H -2.03594 2.76217 0.69738  C12 1.107
19 H -2.73982 0.26095 1.56794  C13 1.107
20 H -4.03928 1.40710 1.12774  C13 1.107
21 H -4.31333 3.15734 4.62144  C15 1.107
22 H -2.58634 2.69552 4.60438  C15 1.107

max |F|	2.5	eV/Å
relative energy (zero: lowest compared OMol25 entry of this formula, charge and spin)	84.4	kJ/mol
electronic energy	-49756.82635	eV
LUMO	0.4501	eV
highest occupied orbital energy	-8.588	eV
SMILES	C1CSCS1.C1CSCS1